Entry 1:
Below is a cluster of 21 separate species, H42O21 in total, with properties calculated with ωB97M-V/def2-TZVPD.

Structure (XYZ):
```
63
Properties=species:S:1:pos:R:3:forces:R:3:mulliken_charge:R:1
O -25.99233 4.71456 22.20659 -0.21 0.10 0.30 -0.624
H -25.68034 5.60108 22.02502 0.08 0.26 -0.13 0.294
H -25.25219 4.28221 22.63262 0.17 -0.28 0.13 0.294
O -31.52305 0.52720 24.76455 0.26 -0.21 -0.49 -0.675
H -31.46275 0.69736 25.70457 -0.03 0.01 0.55 0.332
H -32.33160 0.96188 24.49336 -0.23 0.18 -0.05 0.324
O -30.47193 6.10580 21.31239 0.03 0.33 -0.38 -0.639
H -29.95167 6.17209 22.11312 0.05 -0.16 0.38 0.323
H -30.88997 5.24652 21.36826 -0.07 -0.28 0.05 0.322
O -22.63710 4.63388 29.07154 0.65 0.91 -0.57 -0.715
H -22.72258 3.97714 28.38044 -0.31 0.23 0.36 0.356
H -23.14141 4.27895 29.80360 0.04 -0.10 0.16 0.418
O -31.53568 1.00287 27.85915 -0.32 -0.12 -0.15 -0.635
H -31.12170 0.38008 28.45663 0.04 -0.25 0.06 0.305
H -30.89214 1.70449 27.76012 0.43 0.48 -0.05 0.375
O -29.37307 9.38733 27.16400 -0.23 -0.02 0.01 -0.605
H -28.62383 9.91007 27.44967 0.16 0.23 0.03 0.318
H -29.01538 8.51012 27.02692 0.05 -0.22 -0.03 0.289
O -29.70332 5.73008 24.33804 -0.29 0.05 -0.34 -0.593
H -29.90712 6.62043 24.62433 -0.19 0.34 0.09 0.277
H -28.75844 5.64701 24.46663 0.51 -0.26 0.28 0.267
O -28.64122 3.70761 30.35415 0.14 -0.17 -0.18 -0.733
H -29.49410 4.03938 30.63479 -0.33 0.32 0.12 0.301
H -28.54865 2.86969 30.80753 0.12 -0.32 0.22 0.326
O -27.00032 1.28419 21.37050 0.36 -0.44 0.27 -0.664
H -26.99789 1.92909 20.66316 -0.13 0.30 -0.43 0.389
H -27.45425 1.72049 22.09148 -0.38 0.09 0.18 0.282
O -31.54522 3.72330 25.43106 -0.41 -0.31 -0.15 -0.564
H -31.06708 4.49459 25.12655 0.26 0.48 -0.09 0.300
H -31.01731 3.38346 26.15359 0.23 -0.04 0.33 0.313
O -25.17254 7.79572 27.30005 0.10 -0.03 -0.23 -0.596
H -25.23252 7.88984 28.25072 0.08 -0.06 0.31 0.321
H -26.03219 8.06615 26.97740 -0.19 0.07 -0.10 0.273
O -23.14406 2.28887 27.70098 -0.32 -0.32 -0.25 -0.664
H -22.33320 2.65006 27.34280 0.33 -0.10 -0.41 0.329
H -22.88636 1.44713 28.07687 0.13 -0.28 0.18 0.285
O -26.94933 3.76570 19.82896 -0.06 -0.29 -0.63 -0.691
H -26.75990 4.00175 20.73705 0.29 0.26 0.53 0.394
H -27.56897 4.43212 19.53203 -0.27 0.03 -0.16 0.319
O -26.01512 1.35349 30.38578 -0.10 0.28 -0.12 -0.618
H -25.84881 1.35349 31.32842 -0.03 -0.07 0.38 0.275
H -26.44682 0.51575 30.21825 -0.06 -0.35 -0.19 0.259
O -27.49676 4.28406 25.67060 -0.41 0.71 -0.12 -0.587
H -26.99173 3.79422 26.31962 0.66 -0.46 0.33 0.228
H -27.72535 3.63533 25.00492 -0.12 -0.41 -0.27 0.325
O -26.30384 5.19606 31.18888 0.11 0.19 0.33 -0.656
H -26.99909 4.61917 30.87255 -0.45 -0.06 -0.20 0.342
H -25.49758 4.81062 30.84594 0.40 0.02 -0.15 0.393
O -29.77216 2.50681 23.21344 0.77 0.31 -0.50 -0.594
H -30.22188 1.71443 23.50688 -0.31 -0.42 0.35 0.365
H -30.07377 3.18974 23.81249 -0.37 0.07 0.22 0.270
O -27.32881 9.26292 23.76175 -0.07 0.07 0.23 -0.607
H -26.61679 8.63933 23.90463 0.28 -0.12 0.04 0.306
H -27.81560 8.90533 23.01919 -0.19 -0.01 -0.25 0.307
O -23.90295 3.28735 30.88895 -0.26 -0.25 0.54 -0.677
H -24.07186 3.20977 31.82793 0.13 0.20 0.39 0.301
H -24.52997 2.68941 30.48210 -0.18 -0.29 -0.47 0.386
O -29.31416 3.13876 27.65460 -0.58 -0.52 -0.14 -0.587
H -29.05737 3.16037 28.57646 0.11 0.19 0.49 0.364
H -28.81741 3.85014 27.25036 0.22 0.27 -0.57 0.274
O -25.99758 2.33384 27.30249 -0.57 0.07 -0.20 -0.528
H -25.05468 2.19309 27.21665 0.57 0.15 -0.09 0.326
H -26.18912 2.12518 28.21682 -0.11 0.03 0.27 0.211
```
Positions in Å, forces in eV/Å.

The orbital gap comes out at 9.22 eV. For the HOMO energy, the calculation gives -0.3786 Eh. Its spin multiplicity is 1. The total energy is -43680.2424 eV. Its energy above the lowest of the compared OMol25 structures with the same formula, charge and spin is 128.5 kcal/mol.

=====

Entry 2:
Below is a cluster of 21 separate species, H42O21 in total, with properties calculated with ωB97M-V/def2-TZVPD.

Structure (XYZ):
```
63
Properties=species:S:1:pos:R:3:forces:R:3:mulliken_charge:R:1
O 0.68147 3.29648 -2.70207 1.04 1.13 0.91 -0.679
H 0.99147 2.39975 -2.62036 0.34 -0.61 -0.08 0.275
H 1.28083 3.76136 -2.05282 -0.72 -0.54 -0.74 0.363
O -0.37865 -0.04387 -4.30948 1.66 0.76 2.14 -0.619
H 0.05133 -0.06074 -3.37964 -1.12 -0.56 -1.88 0.252
H 0.04443 0.77791 -4.59479 -0.33 0.00 -0.64 0.322
O -0.88555 -4.11908 -0.39278 1.99 -0.64 -3.55 -0.612
H -0.81685 -3.87136 -1.40088 -0.12 -0.57 2.78 0.287
H -0.08443 -4.71206 -0.30245 -1.36 0.85 -0.06 0.280
O -3.83033 -1.27873 2.99914 1.67 0.50 -0.41 -0.670
H -2.83846 -1.20646 2.73897 -2.58 0.08 1.18 0.301
H -4.14857 -0.49449 3.50329 0.94 -0.73 -0.60 0.304
O -1.37921 0.56043 -1.79822 -1.36 -4.20 1.28 -0.533
H -1.85622 0.06992 -2.50288 0.79 1.21 0.27 0.277
H -1.05700 1.36758 -2.07296 0.33 2.97 -1.50 0.271
O -1.91578 3.42359 -1.98252 -3.28 -2.82 4.28 -0.699
H -1.08883 3.75091 -2.14813 3.56 1.35 -0.94 0.348
H -1.78888 3.01729 -1.01141 -0.56 1.43 -3.21 0.344
O -3.48676 -2.70644 -1.01337 0.69 -0.40 0.79 -0.574
H -2.86971 -2.72700 -1.73672 0.58 -0.14 -0.52 0.277
H -4.19606 -2.19830 -1.36007 -1.25 0.65 -0.32 0.279
O 1.89694 -1.74559 -0.02897 -4.03 -3.11 1.07 -1.023
H 1.06514 -1.32497 0.41724 1.22 1.27 -0.07 0.500
H 1.23424 -2.57549 -0.07321 2.91 1.56 -0.59 0.313
O 2.47692 3.78257 -0.18212 0.94 -0.21 -0.43 -0.582
H 2.21977 3.39786 0.65265 -0.35 0.29 0.75 0.382
H 3.43844 3.62438 -0.13964 -0.51 0.23 -0.36 0.283
O 3.85000 1.77944 2.42619 -1.62 -1.27 0.17 -0.559
H 4.67480 2.00782 2.09112 2.45 1.42 -0.64 0.274
H 3.81302 0.88406 2.03900 -0.68 -0.43 0.39 0.355
O 3.71969 -0.90790 1.79139 -4.22 1.04 -1.86 -0.627
H 3.10833 -1.47440 1.18298 1.41 0.93 1.10 0.472
H 4.48830 -1.31480 2.03811 2.81 -2.01 0.70 0.220
O -2.40578 2.07795 2.44792 -0.20 -0.05 -0.82 -0.696
H -2.19608 2.42673 1.54891 -0.43 -0.37 1.00 0.302
H -2.94856 1.28838 2.23328 0.59 0.79 0.02 0.368
O 1.26261 -2.59910 -2.70938 -0.73 -4.74 -2.61 -0.653
H 0.54120 -2.35351 -3.28830 -0.26 0.51 -0.09 0.425
H 1.47518 -1.91078 -2.19642 1.29 4.24 3.03 0.390
O -1.59205 -2.91793 1.68488 0.99 -0.51 3.33 -0.577
H -1.93380 -3.28896 0.88181 -0.03 -0.62 -0.71 0.271
H -1.15706 -3.63779 2.25060 -1.29 1.39 -1.57 0.252
O 1.71788 3.38661 2.84947 -2.87 -1.70 -8.45 -0.560
H 1.97013 3.52100 3.64584 2.52 2.01 8.59 0.298
H 1.98509 2.46565 2.75258 0.16 -0.18 -0.05 0.219
O -0.05307 1.78850 0.90504 1.97 1.95 1.86 -0.390
H -0.36203 1.97723 1.84453 0.06 -0.44 -1.38 0.469
H 0.88478 2.17081 1.01369 -2.17 -0.97 -0.68 -0.140
O 1.98942 0.35439 -1.58218 5.64 -0.91 -6.14 -0.583
H 1.29161 0.71728 -1.25156 -6.52 2.90 4.03 0.245
H 2.42889 -0.25416 -1.05371 0.60 -1.55 1.82 0.296
O 1.20088 0.53167 4.07366 -7.72 3.96 -2.76 -0.601
H 0.76744 0.11914 3.28533 0.74 0.30 0.87 0.320
H 1.91525 0.11032 4.26819 7.00 -4.31 1.61 0.251
O -2.79893 0.10042 0.64653 -0.93 -1.58 -0.22 -0.499
H -3.30713 -0.69755 0.90051 0.01 0.55 0.71 0.387
H -2.74646 -0.14025 -0.28199 0.74 0.84 -0.64 0.069
O -0.11520 -0.73580 1.28932 2.59 -5.30 2.86 -0.174
H -0.61326 -1.53758 1.71368 0.82 1.59 -1.44 0.407
H -0.73851 -0.13373 1.07264 -3.24 3.27 -1.41 0.130
O -1.03580 -2.51855 -3.98739 1.44 -5.32 2.42 -0.561
H -1.21244 -2.03138 -4.72583 -0.58 2.24 -3.25 0.221
H -0.62805 -3.41868 -4.30625 -1.41 2.58 0.67 0.314
```
Positions in Å, forces in eV/Å.

The orbital gap comes out at 10.45 eV. For the HOMO energy, the calculation gives -0.3950 Eh. Its spin multiplicity is 1. The total energy is -43676.8850 eV. Its energy above the lowest of the compared OMol25 structures with the same formula, charge and spin is 205.9 kcal/mol.

=====

Entry 3:
Below is a cluster of 21 separate species, H43O21 in total, with properties calculated with ωB97M-V/def2-TZVPD.

Structure (XYZ):
```
64
Properties=species:S:1:pos:R:3:forces:R:3:mulliken_charge:R:1
O 0.27804 1.48466 1.30954 -0.80 1.80 0.65 -0.236
H 0.55785 3.12168 4.59145 -0.22 -0.84 -0.39 0.229
H 2.11551 -0.91132 -1.28522 1.33 -0.97 -1.49 0.314
O -1.07119 2.38861 -2.93928 -0.29 -0.31 0.28 -0.578
H -2.03653 2.36477 -1.35881 0.81 0.25 -0.12 0.511
H 0.66931 -1.76946 0.02306 -0.13 -0.04 -0.06 0.174
O -3.05012 -1.15281 -3.62926 -0.61 2.19 0.24 -0.590
H -4.01163 -1.24345 -3.68508 0.82 -1.15 -0.23 0.263
H 3.47408 -0.45743 0.94698 0.25 -0.58 0.53 0.263
O 2.65873 2.73515 0.19893 -0.67 1.26 -1.50 -0.497
H 2.23809 0.28145 1.55001 -0.06 0.04 0.71 0.110
H 0.45040 1.71676 3.84123 -0.52 0.47 1.03 0.204
O -1.22983 0.65604 -4.89398 -0.04 2.29 -0.69 -0.674
H -0.06829 -4.21034 -2.71045 -0.41 0.61 0.15 0.310
H -0.28466 0.52440 -4.99903 -0.40 -0.64 -0.37 0.310
O 2.87020 0.26765 0.84326 0.71 0.08 -1.25 -0.474
H -2.28345 -1.80804 0.38176 0.23 1.20 0.75 0.219
H 1.32605 -1.68244 4.16401 -0.70 0.43 -0.26 0.338
O -0.74287 0.49961 4.95897 1.12 2.33 -0.27 -0.574
H -1.79956 -0.08317 -5.08873 0.23 -0.57 0.14 0.296
H -3.42643 -0.04591 -0.86342 -0.99 0.83 -0.72 0.458
O 0.36729 -1.06720 0.61483 0.16 -0.41 -0.32 -0.131
H 0.46462 0.78780 0.70400 0.31 -1.33 -0.46 0.209
H -2.81656 0.22438 -2.18949 -2.23 0.67 0.16 0.311
O 1.51303 -3.48022 1.79529 -0.25 0.33 0.34 -0.492
H -0.65859 -0.34078 -2.56619 -0.10 -0.48 -0.42 0.163
H 2.19276 -3.94722 1.31447 0.28 -0.33 -0.16 0.266
O 0.23326 -5.04080 -2.36378 0.62 -0.91 0.03 -0.623
H -2.41276 -0.66851 1.55554 0.18 -0.78 -1.46 0.241
H -0.19584 -5.23396 -1.52603 -0.20 0.39 -0.13 0.303
O -0.45307 4.20830 0.25376 -0.06 -1.48 0.72 -0.588
H 0.35638 4.27364 -0.25273 0.11 0.62 -0.21 0.317
H -0.15822 -0.24041 5.14266 -1.38 -0.67 -0.06 0.354
O 3.19001 1.14474 3.92617 0.70 -1.33 -2.04 -0.546
H 3.91838 1.69204 3.58481 -0.58 -0.19 1.21 0.259
H 2.95166 1.19616 4.84088 0.40 0.97 0.53 0.283
O -0.56632 -1.04024 -3.24075 1.85 0.08 0.67 -0.508
H 1.14940 -4.10692 2.43040 0.10 -0.07 -0.23 0.244
H 0.36637 -0.86394 -3.53210 -0.98 -0.68 0.65 0.257
O 0.35433 -1.57176 4.03486 1.74 -1.17 0.06 -0.660
H 0.08699 -2.49731 4.12359 -0.42 0.18 -0.05 0.257
H 0.79038 -1.30488 1.44814 -0.20 -0.28 0.14 0.177
O 2.03327 -1.53787 -2.05200 -2.53 0.77 1.07 -0.537
H -3.00089 -3.78650 1.06250 -0.71 -0.03 0.08 0.286
H -1.24226 1.88293 -3.77805 -0.12 0.18 0.32 0.386
O -1.78044 2.17814 -0.41949 -1.23 -1.50 0.24 -0.239
H -1.07520 4.92431 0.19899 0.19 0.76 -0.45 0.272
O 2.31649 1.72236 -2.93495 1.90 0.87 0.90 -0.523
H 3.24460 1.54898 -2.65522 -0.64 -1.16 -0.60 0.264
H 2.43007 2.63450 -2.61067 -1.34 0.19 -0.27 0.270
O -2.11625 -4.13484 1.06505 0.69 0.22 -0.13 -0.561
H -2.18052 -5.00981 1.44889 -0.11 -0.21 0.06 0.279
H 0.42097 1.20442 2.21537 -0.01 -0.23 -0.30 0.107
O 1.05106 2.38318 4.19293 0.31 1.13 0.03 -0.486
H 3.30679 2.04533 0.24275 0.27 -0.56 0.53 0.248
H -1.68537 0.49847 4.94385 -0.54 -1.20 0.43 0.251
O -3.61729 0.55396 -1.64610 2.90 -1.50 0.61 -0.705
H -1.17232 3.32210 -3.10700 0.04 0.35 -0.49 0.280
H 2.64724 3.23501 1.00404 0.21 0.04 0.74 0.232
O -2.43442 -0.85218 0.57952 -0.44 -0.18 0.59 -0.567
H -2.35837 -1.78449 -3.77069 -0.38 -1.22 -0.22 0.318
H 2.68181 -1.98194 -2.57684 1.38 0.36 0.60 0.223
H -1.05292 2.70425 0.06986 -0.08 -0.03 -0.40 0.475
H -1.95397 1.19575 -0.32408 0.53 1.12 0.58 0.259
```
Positions in Å, forces in eV/Å.

As for the total charge: +1. The orbital gap comes out at 10.33 eV. For the HOMO energy, the calculation gives -0.4738 Eh. Its spin multiplicity is 1. The total energy is -43687.3125 eV. Its energy above the lowest of the compared OMol25 structures with the same formula, charge and spin is 126.7 kcal/mol.